(1)
Density functional theory data (ωB97M-V/def2-TZVPD) for one molecule with the formula C5H8N2O.

Output
F_max ... 6.064 eV/Å
Total energy ... -379.9381 Ha

CARTESIAN COORDINATES (ANGSTROEM)
C 0.59484 -1.89391 1.14532
C 0.31624 -0.62476 0.66314
C 1.05557 0.62923 1.37343
C 0.10752 1.72487 0.50725
O -0.39043 1.11776 -0.71824
C -0.26696 -0.20016 -0.67828
N -0.99850 -0.92335 -1.38627
N -1.75524 -0.42912 -2.51010
H 1.46362 -1.83445 1.78706
H 0.01656 -2.81660 0.84357
H 0.83760 0.71012 2.41467
H 2.08191 0.64506 1.14276
H -0.67538 2.07170 1.25957
H 0.58490 2.56471 0.25865
H -1.61896 -1.09556 -3.18180
H -1.35328 0.35445 -2.92071


(2)
Density functional theory data (ωB97M-V/def2-TZVPD) for one molecule with the formula C5H8N2O.

Output
F_max ... 8.770 eV/Å
Total energy ... -379.9085 Ha

CARTESIAN COORDINATES (ANGSTROEM)
C -0.76512 1.22365 -1.95559
C -0.94817 0.35597 -0.75777
C -0.30170 -0.94203 -0.86663
C 0.41968 -1.13701 0.27993
C 0.40060 0.05809 0.87184
N 1.20969 0.26371 2.01738
O 1.88652 -0.92323 2.50788
N -0.30381 0.98738 0.31146
H -1.55790 1.06208 -2.81730
H 0.27075 1.05450 -2.38526
H -0.75147 2.35490 -1.81065
H -2.03265 0.12930 -0.40848
H -0.32315 -1.78906 -1.73004
H 0.63426 -2.31575 0.75856
H 0.91860 0.82057 2.82930
H 1.24387 -1.20307 3.15537


Energy above the lowest of the compared OMol25 structures with the same formula, charge and spin values, unit eV, following the record order: 4.084, 4.890.
Highest occupied orbital energy values, unit eV, following the record order: -8.4736, -8.7743.